Record 1
{
  "formula": "C6H8CuO6",
  "method": "ωB97M-V with the def2-TZVPD basis set",
  "s_squared": 0.755,
  "spin_multiplicity": 2,
  "charge": 2,
  "e_above_lowest_kj_mol": 125.6,
  "gap_ev": [7.18, 4.47],
  "symbols": ["H", "O", "C", "H", "C", "H", "O", "H", "C", "O", "H", "O", "Cu", "H", "O", "C", "C", "O", "H", "C", "H"],
  "xyz": [[1.914640, -2.307376, 0.947999], [3.661343, 0.907407, -1.099959], [2.667763, 0.470100, -0.479739], [-2.671367, 2.486746, 1.570391], [-2.020981, -0.992859, -0.654533], [-1.070067, -1.550252, 1.257424], [-2.821336, 1.597095, 1.193977], [-1.858148, -1.229053, -1.713175], [0.399397, -1.370672, -0.251768], [1.730991, 1.357072, -0.261063], [0.600192, -1.496086, -1.320433], [-2.499791, 0.365036, -0.641547], [3.127155, 2.674648, -0.486267], [1.327408, -0.747142, 1.599310], [-1.103296, 1.963058, -0.155760], [-0.860077, -1.390811, 0.195023], [-2.174814, 1.383427, 0.084233], [2.725117, -0.702955, 0.057828], [-2.912527, -1.536931, -0.320019], [1.562808, -1.303904, 0.683747], [0.275596, 1.423456, -0.205677]],
  "forces_ev_per_angstrom": [[0.09, 0.27, 0.05], [0.70, 1.35, -0.10], [-0.39, -2.68, 1.53], [0.19, -0.26, -0.08], [-1.07, -2.47, -0.70], [0.15, 0.39, -0.14], [-1.10, 0.50, -0.98], [0.05, 0.17, 0.29], [-0.42, 0.03, -0.13], [-1.75, 0.63, 0.36], [0.03, 0.53, 0.13], [-1.15, 1.26, 0.41], [0.30, 0.13, -0.74], [0.14, -0.14, -0.24], [4.04, 1.01, -0.01], [0.27, 1.54, 0.42], [2.08, -2.80, 1.03], [-0.15, 1.21, -1.30], [0.28, -0.11, -0.23], [-0.34, -1.17, 0.64], [-1.93, 0.60, -0.19]]
}

=====

Record 2
{
  "formula": "C22H31BeN6O12",
  "method": "ωB97M-V with the def2-TZVPD basis set",
  "s_squared": 0.766,
  "spin_multiplicity": 2,
  "charge": 2,
  "gap_ev": [2.29, 2.29],
  "symbols": ["O", "N", "H", "H", "O", "Be", "O", "H", "H", "C", "C", "C", "H", "O", "N", "H", "O", "H", "H", "O", "C", "C", "H", "C", "O", "H", "C", "H", "N", "C", "O", "H", "C", "H", "C", "H", "H", "H", "O", "C", "O", "C", "H", "H", "H", "C", "O", "H", "H", "C", "H", "H", "C", "H", "N", "C", "N", "H", "C", "N", "C", "C", "H", "H", "H", "H", "H", "C", "O", "C", "H", "C"],
  "xyz": [[-0.717271, -1.194729, 4.191732], [-5.738891, -2.069189, -2.157848], [2.357619, 0.334401, 2.549232], [5.497409, -6.060689, -0.460318], [2.763159, -2.441499, -0.559878], [-1.367191, -2.980809, -1.624678], [-0.480251, 1.176951, -3.399268], [-2.303761, 1.319181, -0.033328], [3.246869, 3.731761, -2.440758], [-3.541461, 4.717251, 1.370552], [-3.999781, 4.305201, 0.066542], [1.564809, 2.375781, -2.800588], [-0.436931, 0.840651, -2.501148], [0.256879, -1.569099, 0.143052], [-2.359661, -1.338439, 2.653492], [-3.312931, -1.080159, 2.442142], [-3.920011, 2.685291, -1.742108], [1.941379, -2.254509, -0.100198], [1.617949, 2.017821, -1.783018], [3.304989, 5.006901, -4.623858], [4.198879, -4.360049, -0.632788], [-3.561151, 3.107721, -0.438128], [4.916799, -0.595519, 3.884432], [2.427939, 3.436041, -3.079748], [4.813519, -6.806809, 1.937252], [2.309419, -3.042319, 1.841352], [-1.798201, -0.819859, 3.693752], [-4.743131, 4.879961, -0.465878], [-4.055371, -0.848669, -2.759498], [-2.625091, 2.308281, 0.257932], [-3.685201, -2.437089, -1.263548], [1.210509, -0.829459, 3.290592], [0.473049, 2.676841, -4.977248], [3.400999, -4.919329, 3.077142], [1.400909, 3.649431, -5.313848], [-1.878071, -1.913039, 1.976732], [-3.935451, 5.638171, 1.774372], [-3.077211, -0.616139, -2.855568], [1.026999, 0.376231, -0.266328], [2.334729, 4.071191, -4.329848], [-2.238451, 4.300571, 3.350062], [0.068379, -0.497209, -0.403258], [-6.383761, -1.503749, -2.691248], [-2.126361, 0.779241, 4.971312], [-5.980001, -2.899739, -1.636158], [3.336359, -3.505909, 0.062362], [-0.884921, -0.424669, -1.168038], [4.249269, -7.065559, 2.669552], [-3.218291, 0.563331, 3.613562], [3.595119, -4.844519, 2.017362], [4.351139, -4.092239, -1.667918], [4.262279, 0.204171, 2.613662], [4.341149, -5.756129, 1.281972], [-4.287201, 3.478631, -2.138818], [-2.472401, 0.222361, 4.203042], [3.025529, -3.693689, 1.362492], [4.165409, -0.605509, 3.209582], [-1.585051, 2.030591, 2.114122], [4.730709, -5.454009, -0.001508], [2.116409, -0.570939, 2.926422], [-2.238591, 2.676491, 1.546592], [-2.660651, 3.923091, 2.092412], [1.637859, -0.193719, 0.206542], [3.713919, 5.273591, -3.797268], [-4.675941, -0.375289, -3.400518], [1.407369, 4.164711, -6.262978], [-0.228011, 2.373971, -5.740908], [-4.453051, -1.754329, -1.957588], [2.874779, -1.916479, 4.481992], [0.532009, 2.061911, -3.712828], [-1.552841, 3.741681, 3.723162], [3.050079, -1.118289, 3.591932]],
  "forces_ev_per_angstrom": [[-0.74, 0.24, -0.97], [-0.26, -1.23, 1.72], [-1.07, -0.11, 0.16], [-0.21, -0.21, -0.26], [1.10, -1.03, -0.95], [-1.15, 2.30, 1.42], [2.14, 2.35, -2.07], [-0.12, 0.08, -0.72], [-0.18, -0.12, 0.41], [-0.44, -0.48, -1.20], [0.68, -0.05, 2.07], [1.11, 2.25, 0.72], [-0.03, -0.63, 1.32], [0.99, -4.22, 2.42], [-2.16, -1.75, -3.71], [0.25, -0.19, -0.21], [0.24, 0.37, 1.22], [-0.99, 0.54, 0.51], [-0.26, -0.70, -0.17], [-2.62, -1.53, -0.24], [0.16, 0.08, -0.37], [1.06, -1.00, -1.15], [0.06, -0.52, -0.05], [-1.16, -1.64, -0.15], [0.59, -0.94, -1.02], [0.20, 0.09, 0.42], [3.89, 0.74, 3.55], [0.03, 0.22, 0.01], [2.40, 3.86, -2.67], [-0.76, 0.29, 1.23], [2.27, -1.45, 1.21], [-0.82, 0.59, -0.22], [1.18, 1.05, -1.23], [0.06, -0.42, 0.09], [-0.58, -0.19, 0.60], [0.07, 0.03, 0.60], [0.16, 0.04, 0.16], [-0.20, 0.19, 0.39], [0.50, 1.94, -0.20], [2.28, 1.14, -0.60], [-0.70, 0.60, -0.51], [-0.78, -2.01, -1.10], [0.04, -0.34, 0.35], [-0.06, -0.42, -0.17], [-0.92, 0.25, -0.24], [-0.59, 1.16, -1.44], [-2.25, 2.15, -2.92], [-0.04, 0.15, 0.38], [0.06, 0.49, 0.64], [-2.38, 3.23, -0.88], [0.48, -0.27, -0.08], [-0.46, -0.32, 0.00], [-0.03, 0.51, 2.39], [-0.23, -0.05, -0.39], [-1.18, 1.05, 0.08], [0.64, -3.08, 3.00], [7.19, 1.61, -0.28], [0.10, -0.05, 0.11], [0.69, 0.19, -1.66], [-5.50, 1.65, -3.27], [-0.51, 1.28, -0.61], [0.51, -1.12, 0.07], [1.04, 0.47, 0.70], [0.47, 0.19, 0.23], [0.13, -0.09, 0.24], [-0.10, -0.15, -0.13], [-0.27, -0.14, 0.27], [-1.41, -1.76, -1.24], [0.34, -1.37, 0.58], [-2.19, -1.94, 1.10], [0.01, -0.25, -0.34], [0.18, -1.60, 3.06]]
}

=====

Record 3
{
  "formula": "C32H33F5NNiOP",
  "method": "ωB97M-V with the def2-TZVPD basis set",
  "charge": 0,
  "e_above_lowest_kj_mol": 0.0,
  "gap_ev": 7.95,
  "symbols": ["H", "H", "H", "H", "O", "C", "H", "H", "H", "H", "C", "C", "H", "H", "C", "H", "C", "C", "C", "H", "H", "H", "F", "C", "C", "C", "F", "C", "H", "H", "H", "C", "H", "C", "C", "C", "H", "C", "H", "C", "C", "H", "C", "H", "C", "N", "F", "H", "H", "H", "H", "C", "Ni", "C", "H", "C", "H", "C", "C", "C", "C", "C", "C", "P", "C", "H", "H", "C", "C", "H", "H", "H", "F", "F"],
  "xyz": [[5.404484, -3.408112, -1.001552], [1.649880, 3.841765, 0.901866], [2.109028, 2.841985, 3.104884], [-3.893173, -2.765391, -3.558744], [0.051667, 3.186576, -1.874528], [-3.199305, 0.810391, 3.157096], [2.068807, -5.957967, -1.836518], [-4.149596, 2.573985, 3.994530], [0.567989, -4.008412, -1.814626], [-1.060250, 2.471767, 0.942442], [2.579742, 1.663425, -4.639278], [3.503381, -2.444971, -1.174743], [-5.350598, 0.575724, 2.997840], [1.479665, 3.197049, -3.636455], [2.139508, -2.599007, -1.421662], [0.086517, 4.753095, -0.553022], [1.402920, 2.360067, 2.426033], [-0.522579, -1.663750, -2.022132], [1.699606, -0.016058, -2.578712], [-2.216389, 0.388383, 5.049413], [0.294973, -2.034551, -3.980521], [4.491174, -5.667194, -1.443445], [1.165981, -0.691796, 3.728695], [1.628613, -3.870108, -1.652384], [-0.158734, 2.814597, 0.439021], [0.109041, 4.498145, 2.244241], [2.205148, -1.891182, 1.449674], [0.827290, -1.711256, 1.611884], [-3.775653, -2.085847, -1.184241], [-3.333496, 2.862551, 2.449827], [0.621523, 1.882425, 3.015347], [2.514128, -0.495462, -3.601567], [3.588194, -0.071537, -5.403290], [2.956393, 0.330427, -4.622154], [-4.457671, 0.350599, 2.409547], [-0.594598, -2.047353, -3.362653], [2.804375, -1.537194, -3.600625], [0.670361, -1.792015, 3.144966], [2.916040, 2.320351, -5.429951], [0.564323, 1.999974, -1.515501], [0.821770, 3.393553, 1.469681], [-1.514864, 4.027739, -0.834542], [2.476186, -4.970946, -1.661320], [-1.628625, -1.382609, -0.201234], [4.347727, -3.539936, -1.193233], [0.420230, 1.658803, -0.289656], [-0.595242, -1.951129, 3.530998], [-1.848166, -2.741630, -4.951512], [-0.214354, 5.315546, 1.595316], [-0.774058, 4.093770, 2.743657], [1.949783, 1.572648, 1.898149], [-1.673525, -1.682772, -1.240991], [0.475188, -0.129976, 0.621174], [-2.884249, -2.078264, -1.797656], [0.764139, 4.919289, 3.007475], [3.833398, -4.807926, -1.438640], [-3.053861, -0.996676, 4.351354], [-0.458234, 3.816889, -0.681596], [-2.948959, -2.458622, -3.127451], [1.771079, 2.157919, -3.631819], [-1.800376, -2.444790, -3.911826], [-3.269600, 2.323329, 3.397413], [-2.008201, 0.495123, 2.347931], [1.062607, -1.139692, -1.280219], [-3.108878, 0.081018, 4.503307], [-2.382008, 2.666838, 3.931284], [-3.987579, 0.305832, 5.112880], [1.333456, 1.334864, -2.592863], [-1.033019, 0.234326, 1.674770], [-4.421218, -0.724804, 2.232532], [3.904554, -1.462065, -0.953658], [-4.539245, 0.853977, 1.445232], [0.244212, -2.859012, 1.130845], [1.351223, -2.844731, 3.635214]],
  "forces_ev_per_angstrom": [[0.00, 0.00, 0.00], [-0.01, -0.02, 0.00], [-0.01, 0.03, 0.01], [0.00, 0.00, 0.00], [0.17, 0.01, 0.04], [0.02, -0.04, -0.02], [0.00, 0.00, 0.00], [0.00, 0.00, 0.00], [0.00, -0.01, 0.01], [0.02, 0.01, 0.04], [0.00, -0.03, 0.01], [0.01, 0.04, 0.00], [0.00, 0.00, 0.00], [0.00, 0.01, 0.00], [-0.02, 0.00, 0.07], [-0.05, 0.00, -0.02], [0.05, -0.04, -0.03], [0.03, 0.00, -0.03], [0.04, -0.12, 0.04], [0.01, 0.00, 0.00], [0.01, 0.00, -0.01], [0.00, 0.00, 0.00], [-0.01, 0.01, 0.00], [0.00, 0.02, -0.04], [0.03, -0.02, 0.00], [-0.02, 0.03, 0.00], [-0.07, -0.01, 0.09], [0.24, 0.09, -0.07], [0.00, 0.00, 0.01], [0.00, 0.00, 0.00], [-0.02, -0.02, 0.01], [-0.03, -0.03, -0.02], [0.00, 0.00, 0.00], [-0.02, 0.04, 0.00], [0.00, 0.00, 0.02], [0.00, 0.03, 0.01], [0.01, -0.01, 0.00], [-0.11, -0.04, 0.01], [0.00, 0.00, -0.01], [0.05, 0.01, -0.04], [0.06, -0.02, -0.09], [-0.01, -0.05, -0.01], [0.01, 0.00, 0.00], [-0.02, -0.01, 0.01], [-0.01, 0.00, -0.01], [-0.15, -0.06, 0.07], [-0.01, 0.02, -0.04], [0.00, 0.00, 0.00], [-0.02, 0.00, 0.03], [0.00, 0.00, 0.03], [-0.05, 0.03, 0.02], [0.00, -0.01, 0.01], [-0.25, -0.08, -0.23], [0.01, 0.00, 0.01], [0.00, 0.01, -0.02], [0.00, 0.01, 0.00], [0.00, -0.01, 0.00], [0.00, 0.05, 0.04], [0.01, 0.00, -0.02], [-0.02, 0.01, -0.03], [-0.03, -0.01, 0.00], [-0.01, 0.00, 0.00], [-0.11, 0.03, -0.11], [0.10, 0.04, -0.07], [-0.01, 0.00, 0.00], [0.00, 0.00, 0.01], [0.00, 0.00, 0.01], [-0.07, 0.03, 0.02], [0.23, 0.10, 0.32], [0.00, 0.00, -0.01], [0.00, 0.00, 0.00], [0.00, 0.00, -0.01], [-0.04, -0.04, -0.01], [0.05, 0.01, -0.01]]
}

=====

| no. | strongest force on any atom (eV/Å) |
| --- | --- |
| 1 | 4.16 |
| 2 | 7.37 |
| 3 | 0.41 |